No. 1
DFT (the ωB97M-V functional and the def2-TZVPD basis) results for the molecule C26H32N4O5 at a distorted geometry.

```
67
Properties=species:S:1:pos:R:3:forces:R:3:mulliken_charge:R:1
C 7.112434 0.948540 -0.787783 0.0 0.0 0.0 -1.661
C 5.924554 0.805761 0.109592 -0.2 -0.1 0.2 0.939
C 4.755860 1.510056 -0.129714 0.1 0.0 0.0 -0.117
C 3.681192 1.338570 0.742247 0.4 -0.1 -0.1 -0.029
N 3.726356 0.529816 1.797196 -0.5 0.2 0.0 -0.532
C 4.846570 -0.135438 2.021815 0.3 -0.1 0.0 -0.605
C 5.966177 -0.039746 1.218241 0.0 0.0 -0.1 -0.451
H 6.855632 -0.607524 1.443706 0.1 -0.1 0.1 0.443
H 4.835117 -0.778151 2.892831 0.1 -0.1 0.1 0.398
N 2.466041 1.993576 0.602777 -0.1 -0.1 0.4 0.086
C 2.028588 2.773918 -0.418476 -0.4 0.2 0.2 0.553
O 2.659048 3.028051 -1.422634 0.2 0.1 -0.3 -0.668
C 0.622159 3.320920 -0.190377 0.0 -0.1 -0.1 -1.409
C -0.465893 2.296328 -0.541418 0.2 0.2 0.2 -0.725
C -0.717736 1.312481 0.589909 -0.2 0.1 -0.4 0.926
O -0.009078 1.287802 1.592044 0.2 0.1 0.3 -0.828
N -1.748561 0.458409 0.464050 -0.1 -0.1 0.2 0.456
C -2.615847 0.294562 -0.687000 -0.1 0.1 -0.2 -1.147
C -4.046488 0.644312 -0.348112 0.0 0.1 0.0 0.146
C -4.361186 1.918975 0.098615 0.1 -0.2 -0.1 -0.404
C -5.662242 2.280980 0.437373 -0.3 -0.1 0.0 -1.254
C -6.631495 1.316728 0.308609 0.3 -0.5 -0.2 1.090
C -6.322200 0.028976 -0.135431 0.0 0.6 0.2 0.746
C -5.039447 -0.332670 -0.464260 -0.3 0.0 0.0 -1.002
H -4.810700 -1.333301 -0.791019 0.1 -0.2 0.0 0.463
O -7.461042 -0.725458 -0.166095 0.4 -0.2 -0.1 -0.501
C -8.499990 0.120346 0.278560 -1.2 -0.3 0.1 -0.274
O -7.971615 1.398333 0.566061 0.3 0.4 0.0 -0.491
H -8.957115 -0.302610 1.187394 0.2 0.1 -0.2 0.252
H -9.267320 0.206910 -0.506963 0.2 0.0 0.1 0.246
H -5.902199 3.271337 0.784718 0.0 0.1 0.0 0.422
H -3.577837 2.654399 0.198606 0.1 0.1 0.0 0.316
H -2.567094 -0.753579 -1.001696 0.0 0.1 -0.1 0.270
H -2.264962 0.915638 -1.510867 0.1 -0.1 0.0 0.751
C -1.993338 -0.498809 1.530704 0.0 -0.2 0.2 -1.051
H -3.069423 -0.626245 1.659698 0.1 -0.1 0.0 0.534
H -1.551022 -0.111225 2.450927 -0.1 -0.1 -0.1 0.561
C -1.364246 -1.856689 1.178834 -0.2 0.7 0.2 0.378
O -2.030726 -2.861736 1.040774 -0.2 -0.4 0.0 -0.687
N -0.038795 -1.773479 0.993011 0.6 0.0 0.0 0.155
H 0.431254 -0.915273 1.242761 -0.1 0.1 0.1 0.166
C 0.803047 -2.889653 0.591378 0.0 -0.6 0.0 0.019
C 2.251152 -2.413871 0.488287 -0.2 0.2 0.0 -1.444
C 2.444639 -1.443989 -0.675968 0.2 -0.3 -0.1 0.826
C 1.980389 -2.061739 -1.989999 -0.2 0.3 0.0 -1.295
C 0.516848 -2.476209 -1.882744 0.2 -0.3 -0.1 0.064
C 0.334499 -3.476046 -0.746117 -0.2 0.2 0.0 -1.222
H -0.711573 -3.768148 -0.656711 0.1 -0.1 0.0 0.534
H 0.921256 -4.373168 -0.951052 0.0 -0.1 0.0 0.485
H -0.097985 -1.592490 -1.693990 -0.1 0.1 0.0 -0.271
H 0.181581 -2.922082 -2.821100 -0.1 0.1 0.0 0.380
H 2.111478 -1.343627 -2.802005 0.1 0.0 -0.1 0.450
H 2.589634 -2.939544 -2.216740 0.1 -0.1 -0.1 0.374
H 1.878746 -0.528332 -0.491918 0.0 0.1 0.0 -0.464
H 3.498219 -1.167110 -0.743415 0.0 0.1 0.1 0.262
H 2.890997 -3.285742 0.340541 0.0 -0.1 0.0 0.446
H 2.550696 -1.929627 1.420088 0.0 -0.1 0.1 0.426
H 0.721530 -3.673100 1.358467 0.0 0.1 -0.1 0.410
H -0.167428 1.745052 -1.437449 -0.1 0.0 -0.1 0.360
H -1.393132 2.827922 -0.763566 0.0 -0.1 -0.1 0.593
H 0.509532 3.631078 0.849188 0.0 0.0 0.0 0.411
H 0.510343 4.189836 -0.839891 0.1 -0.1 0.1 0.466
H 1.789021 1.765160 1.333421 0.1 0.1 -0.2 0.196
H 4.663694 2.174788 -0.971840 0.0 0.0 0.0 0.493
H 7.452138 -0.029175 -1.126247 0.1 0.0 -0.1 0.352
H 6.872892 1.560035 -1.653432 0.0 0.0 -0.1 0.344
H 7.934420 1.416003 -0.246376 0.1 0.0 0.0 0.346
```
Positions in Å, forces in eV/Å.

As for the SMILES: Cc1ccnc(NC(=O)CCC(=O)N(CC(=O)NC2CCCCC2)Cc2ccc3c(c2)OCO3)c1. The calculation puts the LUMO energy at 0.60 eV. The value obtained for the electronic energy is -43681.616 eV. The HOMO energy comes out at -0.3080 Eh. The maximum force is 1.28 eV/Å. Its HOMO-LUMO gap is 8.98 eV. For the relative energy (zero: lowest compared OMol25 entry of this formula, charge and spin), the calculation gives 1.382 eV.

=====

No. 2
DFT (the ωB97M-V functional and the def2-TZVPD basis) results for the molecule C26H32N4OS.

```
64
Properties=species:S:1:pos:R:3:forces:R:3:mulliken_charge:R:1
C -6.254943 -0.527028 -2.039869 0.4 0.1 0.5 -0.943
H -7.072077 0.137364 -2.303683 0.0 0.0 0.0 0.387
H -6.629830 -1.537169 -1.902632 -0.1 -0.1 -0.1 0.326
H -5.488208 -0.490348 -2.808513 0.0 -0.1 -0.1 0.260
S -5.598898 0.106870 -0.471516 -0.2 0.0 -0.1 0.030
C -4.324360 -1.042028 -0.039052 -0.3 0.1 -0.2 0.579
C -3.703461 -0.845587 1.191509 -0.1 0.0 -0.1 -0.816
C -2.699483 -1.694611 1.607528 0.0 -0.1 -0.1 -0.328
C -2.290099 -2.761000 0.812011 0.0 -0.1 0.0 0.722
C -2.920696 -2.946540 -0.410913 0.1 0.0 0.1 -0.679
C -3.927978 -2.100912 -0.841211 0.0 0.0 0.0 -0.492
H -4.392005 -2.282970 -1.797619 -0.1 0.0 -0.1 0.358
H -2.628604 -3.773667 -1.042620 0.1 -0.1 0.0 0.345
C -1.152377 -3.658698 1.235763 0.0 0.0 0.0 -1.962
N 0.171537 -3.180693 0.863567 0.0 -0.1 0.0 0.159
C 0.589703 -1.983998 1.567234 0.3 0.0 0.1 -0.625
C 2.078533 -1.746874 1.338502 -0.2 0.3 0.0 -0.962
H 2.400440 -0.850886 1.868972 0.0 -0.1 0.0 0.425
H 2.649264 -2.603489 1.697205 0.0 0.0 0.0 0.353
C 2.339491 -1.580371 -0.157933 -0.4 -0.4 0.3 -0.101
N 3.743966 -1.386785 -0.425977 0.4 0.6 -0.3 1.242
C 4.374019 -0.251063 -0.808256 0.3 -0.1 0.1 0.457
C 5.708932 -0.562978 -0.975530 -0.3 0.2 0.0 -0.899
C 5.783808 -1.922055 -0.655307 -0.1 0.2 -0.1 -0.370
N 4.599384 -2.397484 -0.325498 0.0 -0.8 0.3 -1.292
H 6.644425 -2.560455 -0.651118 0.2 -0.2 0.0 0.471
H 6.499275 0.093501 -1.275757 0.1 0.2 0.0 0.420
N 3.700467 0.962517 -0.997323 0.2 -0.2 -0.4 -0.123
C 3.066373 1.634504 0.010770 -0.1 0.4 -0.3 0.349
O 3.018983 1.214764 1.143534 0.0 -0.1 0.1 -0.633
C 2.375111 2.905519 -0.447461 -0.1 0.0 0.5 -0.408
H 2.951444 3.396052 -1.234091 0.0 0.0 -0.1 0.354
H 1.413624 2.598534 -0.872873 0.1 0.0 -0.1 0.226
C 2.120566 3.850192 0.725886 0.0 0.0 -0.2 -0.643
H 3.026854 4.419508 0.940700 0.0 0.0 0.1 0.452
H 1.893781 3.242055 1.603325 0.1 0.1 0.0 0.336
C 0.957234 4.810550 0.455297 0.1 -0.1 0.1 -1.205
C -0.336050 4.059843 0.301579 0.0 0.1 -0.1 0.440
C -0.919939 3.445501 1.403640 0.0 0.0 0.0 -0.251
C -2.087146 2.717109 1.270123 0.0 0.0 0.1 -0.683
C -2.693059 2.592254 0.030909 -0.1 0.0 0.0 0.067
C -2.121564 3.201498 -1.071862 -0.1 -0.1 -0.1 -0.818
C -0.950207 3.927950 -0.936764 0.0 0.0 0.0 -0.263
H -0.511904 4.404572 -1.803663 0.1 0.1 -0.1 0.359
H -2.589425 3.112175 -2.041902 0.0 0.0 -0.1 0.393
H -3.607613 2.028696 -0.072499 -0.1 -0.1 -0.1 0.264
H -2.528478 2.246811 2.136528 0.0 0.0 0.1 0.383
H -0.454812 3.543296 2.374109 0.1 0.0 0.1 0.404
H 1.162611 5.391025 -0.446965 0.0 0.1 0.0 0.375
H 0.877925 5.505384 1.294409 0.0 0.1 -0.1 0.386
H 3.853103 1.431808 -1.877712 -0.1 0.0 0.1 0.311
C 1.830357 -2.823644 -0.884416 -0.2 0.2 0.0 -1.029
C 0.353256 -3.033990 -0.565638 0.2 0.0 -0.1 -0.398
H -0.230633 -2.185437 -0.970171 0.0 -0.1 0.0 0.360
H 0.004716 -3.948634 -1.051685 0.0 0.0 0.0 0.412
H 2.408779 -3.680820 -0.541560 0.0 0.0 -0.1 0.333
H 1.966242 -2.719322 -1.962707 0.0 0.0 0.0 0.390
H 1.811534 -0.691195 -0.522923 0.1 -0.1 0.0 -0.013
H 0.025979 -1.091540 1.239040 0.0 0.0 0.1 0.432
H 0.406541 -2.131626 2.633836 -0.1 0.1 0.0 0.415
H -1.276081 -4.646636 0.781258 -0.1 0.0 0.1 0.523
H -1.158494 -3.778600 2.322528 0.0 -0.1 0.0 0.537
H -2.235164 -1.534919 2.569602 0.1 0.0 0.1 0.381
H -4.024659 -0.025820 1.815878 0.0 0.1 0.1 0.521
```
Positions in Å, forces in eV/Å.

As for the SMILES: CSc1ccc(CN2CCC(n3nccc3NC(=O)CCCc3ccccc3)CC2)cc1. The calculation puts the LUMO energy at 0.59 eV. The value obtained for the electronic energy is -46325.387 eV. The HOMO energy comes out at -0.2962 Eh. The maximum force is 0.81 eV/Å. Its HOMO-LUMO gap is 8.65 eV. For the relative energy (zero: lowest compared OMol25 entry of this formula, charge and spin), the calculation gives 0.118 eV.

=====

No. 3
DFT (the ωB97M-V functional and the def2-TZVPD basis) results for C26H33BeK2N7O8S2 as an isolated structure at a distorted geometry.

```
79
Properties=species:S:1:pos:R:3:forces:R:3:mulliken_charge:R:1
K 2.383515 -0.805006 -3.655934 0.1 0.2 -0.5 0.973
K 3.822225 1.926624 -1.018194 0.3 -0.1 -0.4 0.855
Be 0.431675 3.220644 -3.233624 2.5 -3.3 1.1 1.013
S 0.602425 1.007844 -1.021724 0.3 0.6 -3.5 2.641
O -0.257005 1.081154 -2.247324 -0.7 0.5 0.0 -1.105
O -0.124105 0.638804 0.203506 0.5 0.3 -0.9 -1.299
O 1.705395 0.120294 -1.394254 0.5 -0.8 1.2 -1.178
O 1.171115 2.344984 -0.975344 0.2 2.7 1.2 -1.225
S 3.208105 2.424634 -4.340554 3.5 0.2 -4.9 1.325
O 1.933015 1.878574 -4.860494 -2.9 -0.5 0.3 -0.743
O 2.820515 3.272344 -3.225464 -3.0 2.7 3.9 -0.705
O 4.032935 1.303404 -3.825324 -0.3 -0.1 0.6 -0.788
O 3.913465 3.226944 -5.369324 -1.2 -1.5 1.8 -0.615
C -3.814965 1.706274 -1.481884 -0.6 0.0 0.2 -0.726
C -2.796685 2.650724 -1.888414 2.4 1.8 -1.4 0.701
N -1.963765 3.377254 -2.292664 -1.1 -1.8 0.7 -0.583
H -4.327065 1.335114 -2.369634 0.1 -0.1 -0.1 0.378
H -4.567845 2.178964 -0.851144 0.1 0.2 0.0 0.399
H -3.426555 0.862794 -0.911114 0.3 0.0 -0.2 0.001
N 1.300695 -2.324326 -0.414324 1.0 -2.4 2.3 0.921
C 0.698895 -3.315546 -1.121334 -0.7 -0.4 -0.2 -0.333
C 0.560285 -4.421666 -0.306234 -0.7 -1.4 -2.3 -1.102
C 1.191655 -4.219676 0.904216 0.1 1.3 0.4 -0.575
C 1.655025 -2.940536 0.810216 0.7 1.7 0.3 -0.410
H 1.516865 -1.385216 -0.716724 0.2 -0.1 0.1 0.103
H 0.482845 -3.195226 -2.172644 -0.4 0.0 0.1 0.458
H 0.178965 -5.372836 -0.647214 -0.2 0.1 -0.1 0.432
H 1.230895 -4.849606 1.780596 0.2 0.0 -0.2 0.462
H 2.335345 -2.486126 1.515246 -0.3 0.5 0.0 0.234
N -2.316975 -0.650306 1.048956 -1.4 -1.1 0.2 1.365
C -2.618685 -1.984926 1.003076 0.8 -1.5 0.2 -0.360
C -3.880855 -2.293036 1.512036 1.4 2.2 -0.8 -1.077
C -4.365825 -0.999436 1.806346 -1.3 0.8 0.7 -0.833
C -3.430835 -0.010396 1.544236 0.1 -0.6 -0.2 -0.614
H -1.496305 -0.233336 0.633336 -0.2 -0.2 0.1 -0.214
H -1.847105 -2.681376 0.709776 0.1 0.0 -0.2 0.488
H -4.425535 -3.222826 1.584306 0.4 0.1 0.0 0.480
H -5.360345 -0.819756 2.187186 0.0 0.2 0.1 0.412
H -3.441785 1.067464 1.611356 -0.3 -0.1 0.1 0.458
N -2.160745 -0.675786 -2.970864 1.6 1.3 0.6 0.707
C -2.816775 -1.805256 -2.605164 0.4 0.2 0.6 -0.411
C -3.662575 -2.062056 -3.610394 -1.6 -1.3 -1.7 -0.817
C -3.501765 -1.087696 -4.614484 -0.2 0.3 -0.9 -0.711
C -2.535955 -0.216186 -4.199704 -0.7 -0.6 0.1 -0.492
H -1.417955 -0.186186 -2.492694 -0.1 -0.3 0.3 0.092
H -2.659355 -2.337066 -1.678454 0.2 0.2 -0.1 0.450
H -4.304315 -2.916516 -3.766794 0.0 0.0 0.5 0.450
H -3.995315 -1.045336 -5.574174 -0.1 -0.1 0.1 0.446
H -2.156535 0.658754 -4.706594 0.3 -0.1 0.4 0.418
N -1.073365 2.772894 1.617086 -0.4 1.9 0.3 0.743
C -1.412665 2.666704 2.969776 1.2 -1.3 -1.0 -0.186
C -2.166665 3.737734 3.349726 -1.7 2.5 -1.4 -0.656
C -2.340615 4.529504 2.190226 1.2 0.1 0.6 -0.697
C -1.517965 3.971364 1.141096 -0.7 -1.8 1.5 -0.123
H -0.545015 2.112384 1.065116 0.4 -0.6 -0.1 -0.080
H -1.021845 1.864084 3.577626 0.0 -0.3 -0.2 0.258
H -2.613665 3.972614 4.304416 0.2 -0.3 0.0 0.469
H -2.800335 5.495154 2.039966 -0.3 -0.1 0.4 0.467
H -1.333625 4.345314 0.144816 0.1 -0.2 0.0 0.560
N 6.591305 -0.448556 0.855266 -0.4 -0.5 0.2 0.037
C 5.597935 -0.103726 1.756676 -0.3 0.8 -0.6 -0.914
C 4.355405 -0.486476 1.234586 2.3 0.1 -0.2 0.225
C 4.728205 -1.139906 0.025986 -3.6 -0.8 -0.4 -0.147
C 6.036275 -1.162046 -0.193274 1.7 0.7 0.4 -0.939
H 7.581415 -0.295006 0.982566 -0.3 0.0 0.1 0.197
H 5.876225 0.557624 2.563866 -0.2 -0.3 0.2 0.391
H 3.340935 -0.420906 1.599226 0.3 0.2 0.3 0.323
H 3.960725 -1.626836 -0.557344 0.2 -0.2 -0.3 0.463
H 6.603865 -1.629356 -0.984394 0.1 0.2 0.2 0.410
N 0.597095 -0.158156 2.677586 1.3 -0.7 1.3 1.717
C 1.527375 0.494924 3.471106 -1.1 0.1 1.9 -0.605
C 1.390945 -0.023706 4.769736 1.0 -0.3 -0.4 -1.006
C 0.600835 -1.195496 4.704076 -0.6 0.7 -1.0 -0.477
C 0.124895 -1.231506 3.417896 -0.6 -0.3 -0.6 -0.817
H 0.491265 0.027124 1.690376 0.0 -0.5 0.2 -0.102
H 2.208675 1.273604 3.161456 -0.4 0.1 -0.3 0.488
H 1.867195 0.273714 5.692306 0.3 0.3 -0.3 0.464
H 0.344185 -1.920846 5.461986 0.1 0.2 0.1 0.469
H -0.501335 -1.992566 2.976276 -0.1 0.3 -0.2 0.323
```
Positions in Å, forces in eV/Å.

The charge is +1. As for the multiplicity: 2. The calculation puts the LUMO energy (spin up / spin down) at -5.81 / -6.96 eV. The expectation value of S² is 0.762. The value obtained for the electronic energy is -109022.154 eV. The HOMO energy (spin up / spin down) comes out at -0.3703 / -0.3695 Eh. The maximum force is 5.97 eV/Å. Its HOMO-LUMO gap (spin up / spin down) is 4.27 / 3.10 eV.

=====

Among the records above, which one has the lowest maximum force? C26H32N4OS

=====

Look up the electronic energy of the second one. -46325.387 eV

=====

Which formula does entry 2 have? C26H32N4OS

=====

Among the records above, which one has the lowest electronic energy? C26H33BeK2N7O8S2